Record 1
The following is a DFT calculation (ωB97M-V with the def2-TZVPD basis set) of 10 unconnected molecules or ions with the total composition C28H82N14O10 at a distorted geometry.

Bonds (Å) are listed after each position.
Geometry (Å):
1 C -1.074 2.393 5.059  C2 1.485, H7 1.132, H8 1.137, H9 1.108
2 C 0.368 2.103 4.858  C1 1.485, C3 1.511, N6 1.451, H10 1.116
3 C 0.713 0.634 4.938  C2 1.511, O4 1.427, H11 1.059, H12 1.114
4 O 2.126 0.535 4.763  C3 1.427, C5 1.416
5 C 2.467 -0.838 4.819  O4 1.416, H13 1.071, H14 1.084, H15 1.100
6 N 0.812 2.670 3.599  C2 1.451, H16 1.009, H17 0.994
7 H -1.374 3.477 4.937  C1 1.132
8 H -1.390 2.068 6.102  C1 1.137
9 H -1.750 1.881 4.346  C1 1.108
10 H 0.946 2.578 5.686  C2 1.116
11 H 0.246 0.118 4.140  C3 1.059
12 H 0.405 0.244 5.936  C3 1.114
13 H 3.322 -0.926 4.181  C5 1.071
14 H 1.625 -1.492 4.625  C5 1.084
15 H 2.752 -1.124 5.843  C5 1.100
16 H 1.711 2.261 3.395  N6 1.009
17 H 0.223 2.365 2.859  N6 0.994
18 C -1.577 7.015 -4.959  C19 1.498, H24 1.153, H25 1.094, H26 1.078
19 C -1.263 5.855 -4.066  C18 1.498, C20 1.523, N23 1.478, H27 1.138
20 C -1.217 4.478 -4.714  C19 1.523, O21 1.448, H28 1.088, H29 1.142
21 O -2.509 3.900 -5.024  C20 1.448, C22 1.432
22 C -2.315 2.875 -6.004  O21 1.432, H30 1.124, H31 1.047, H32 1.085
23 N 0.046 5.924 -3.383  C19 1.478, H33 1.012, H34 1.020
24 H -0.705 7.074 -5.711  C18 1.153
25 H -1.656 7.807 -4.209  C18 1.094
26 H -2.515 6.876 -5.471  C18 1.078
27 H -2.083 5.687 -3.295  C19 1.138
28 H -0.565 3.795 -4.174  C20 1.088
29 H -0.684 4.625 -5.712  C20 1.142
30 H -1.630 2.088 -5.587  C22 1.124
31 H -1.945 3.207 -6.925  C22 1.047
32 H -3.265 2.351 -6.019  C22 1.085
33 H 0.173 6.817 -2.925  N23 1.012
34 H 0.114 5.163 -2.707  N23 1.020
35 C -2.962 -2.699 2.343  C36 1.567, H41 1.100, H42 1.063, H43 1.094
36 C -1.744 -3.384 1.634  C35 1.567, C37 1.475, N40 1.474, H44 1.081
37 C -1.625 -4.815 1.971  C36 1.475, O38 1.432, H45 1.086, H46 1.118
38 O -1.019 -5.085 3.241  C37 1.432, C39 1.408
39 C -0.690 -6.436 3.460  O38 1.408, H47 1.061, H48 1.065, H49 1.121
40 N -1.888 -3.318 0.169  C36 1.474, H50 1.017, H51 1.024
41 H -3.075 -1.631 2.106  C35 1.100
42 H -2.813 -2.694 3.396  C35 1.063
43 H -3.892 -3.208 2.074  C35 1.094
44 H -0.805 -2.901 1.867  C36 1.081
45 H -0.953 -5.201 1.211  C37 1.086
46 H -2.599 -5.364 1.952  C37 1.118
47 H -0.183 -6.481 4.391  C39 1.061
48 H -0.023 -6.795 2.711  C39 1.065
49 H -1.669 -6.956 3.628  C39 1.121
50 H -1.766 -2.349 -0.117  N40 1.017
51 H -2.814 -3.572 -0.186  N40 1.024
52 C -4.129 1.506 0.970  C53 1.516, H58 1.162, H59 1.110, H60 1.054
53 C -5.282 0.546 0.752  C52 1.516, C54 1.524, N57 1.504, H61 1.059
54 C -6.339 1.332 -0.015  C53 1.524, O55 1.414, H62 1.093, H63 1.066
55 O -5.858 2.112 -1.092  C54 1.414, C56 1.382
56 C -5.568 1.350 -2.208  O55 1.382, H64 1.067, H65 1.083, H66 1.092
57 N -4.908 -0.761 0.107  C53 1.504, H67 1.033, H68 0.980
58 H -3.868 1.819 -0.118  C52 1.162
59 H -3.301 1.120 1.601  C52 1.110
60 H -4.575 2.389 1.333  C52 1.054
61 H -5.741 0.300 1.675  C53 1.059
62 H -6.797 2.071 0.647  C54 1.093
63 H -6.987 0.570 -0.384  C54 1.066
64 H -4.796 0.634 -2.037  C56 1.067
65 H -5.285 1.976 -3.046  C56 1.083
66 H -6.490 0.919 -2.604  C56 1.092
67 H -3.970 -0.680 -0.319  N57 1.033
68 H -4.783 -1.399 0.841  N57 0.980
69 C 3.167 -4.110 3.318  C70 1.503, H75 1.151, H76 1.154, H77 1.072
70 C 4.008 -3.726 2.133  C69 1.503, C71 1.522, N74 1.486, H78 1.113
71 C 5.422 -3.252 2.434  C70 1.522, O72 1.430, H79 1.113, H80 1.101
72 O 5.422 -2.107 3.292  C71 1.430, C73 1.373
73 C 6.455 -1.262 2.973  O72 1.373, H81 1.106, H82 1.131, H83 1.100
74 N 4.141 -4.804 1.119  C70 1.486, H84 1.004, H85 1.016
75 H 3.018 -3.221 4.034  C69 1.151
76 H 3.660 -5.034 3.803  C69 1.154
77 H 2.145 -4.297 3.055  C69 1.072
78 H 3.475 -2.838 1.724  C70 1.113
79 H 5.823 -2.899 1.458  C71 1.113
80 H 6.110 -4.022 2.816  C71 1.101
81 H 7.421 -1.667 3.329  C73 1.106
82 H 6.137 -0.295 3.465  C73 1.131
83 H 6.549 -1.000 1.909  C73 1.100
84 H 3.845 -5.665 1.543  N74 1.004
85 H 3.525 -4.702 0.317  N74 1.016
86 C 1.671 -2.262 -0.833  C87 1.503, H92 1.084, H93 1.106, H94 1.072
87 C 1.483 -2.350 -2.322  C86 1.503, C88 1.560, N91 1.424, H95 1.126
88 C 2.938 -2.407 -2.880  C87 1.560, O89 1.427, H96 1.114, H97 1.120
89 O 3.652 -1.245 -2.458  C88 1.427, C90 1.402
90 C 4.812 -0.962 -3.193  O89 1.402, H98 1.036, H99 1.138, H100 1.101
91 N 0.774 -3.507 -2.752  C87 1.424, H101 1.018, H102 0.986
92 H 0.765 -2.235 -0.239  C86 1.084
93 H 2.378 -1.424 -0.688  C86 1.106
94 H 2.215 -3.124 -0.503  C86 1.072
95 H 1.047 -1.387 -2.709  C87 1.126
96 H 2.851 -2.357 -3.990  C88 1.114
97 H 3.397 -3.374 -2.550  C88 1.120
98 H 4.736 -1.440 -4.109  C90 1.036
99 H 5.754 -1.179 -2.593  C90 1.138
100 H 4.807 0.120 -3.396  C90 1.101
101 H -0.084 -3.722 -2.249  N91 1.018
102 H 1.290 -4.319 -2.534  N91 0.986
103 C -2.371 -0.625 -4.364  O104 1.247, N105 1.356, N106 1.383
104 O -1.332 0.053 -4.235  C103 1.247
105 N -3.019 -0.830 -5.537  C103 1.356, H107 1.005, H108 1.051
106 N -2.921 -1.214 -3.240  C103 1.383, H109 1.064, H110 0.995
107 H -2.384 -0.759 -6.313  N105 1.005
108 H -3.696 -1.631 -5.592  N105 1.051
109 H -3.862 -1.710 -3.268  N106 1.064
110 H -2.388 -1.008 -2.425  N106 0.995
111 C 0.859 4.444 0.434  O112 1.277, N113 1.370, N114 1.321
112 O 1.008 3.800 -0.658  C111 1.277
113 N -0.385 4.733 0.928  C111 1.370, H115 1.020, H116 1.072
114 N 1.854 4.780 1.236  C111 1.321, H117 0.984, H118 1.026
115 H -0.478 5.103 1.874  N113 1.020
116 H -1.194 4.090 0.642  N113 1.072
117 H 1.538 4.928 2.156  N114 0.984
118 H 2.674 4.175 1.118  N114 1.026
119 C 3.352 1.114 0.397  O120 1.235, N121 1.368, N122 1.407
120 O 2.948 1.785 1.352  C119 1.235
121 N 2.965 1.357 -0.892  C119 1.368, H123 1.048, H124 0.996
122 N 4.217 0.019 0.578  C119 1.407, H125 0.992, H126 1.056
123 H 3.218 0.695 -1.663  N121 1.048
124 H 2.461 2.200 -1.062  N121 0.996
125 H 4.086 -0.414 1.461  N122 0.992
126 H 4.474 -0.594 -0.242  N122 1.056
127 C -1.051 0.926 -0.838  O128 1.272, N129 1.285, N130 1.380
128 O -1.792 -0.099 -0.703  C127 1.272
129 N -0.847 1.552 -1.941  C127 1.285, H131 1.031, H132 0.996
130 N -0.498 1.436 0.319  C127 1.380, H133 0.972, H134 1.033
131 H -0.317 2.426 -1.811  N129 1.031
132 H -0.956 1.120 -2.832  N129 0.996
133 H -0.691 0.871 1.087  N130 0.972
134 H 0.381 1.953 0.158  N130 1.033

charge = 0
DFT total energy = -2634.9985 a.u.
structure (SMILES) = COC[C@H](C)N.COC[C@H](C)N.COC[C@H](C)N.COC[C@H](C)N.COC[C@H](C)N.COC[C@H](C)N.NC(N)=O.NC(N)=O.NC(N)=O.NC(N)=O
energy relative to the best compared isomer or geometry (same formula, charge and spin) = 2.110 eV


Record 2
The following is a DFT calculation (ωB97M-V with the def2-TZVPD basis set) of 7 unconnected molecules or ions with the total composition C19H40O7.

Bonds (Å) are listed after each position.
Geometry (Å):
1 C -18.185 29.474 10.988  C2 1.505, H5 1.088, H6 1.088, H7 1.093
2 C -19.329 28.643 11.501  C1 1.505, O3 1.212, C4 1.505
3 O -20.156 29.102 12.259  C2 1.212
4 C -19.328 27.190 11.111  C2 1.505, H8 1.086, H9 1.093, H10 1.094
5 H -18.477 30.522 10.964  C1 1.088
6 H -17.836 29.138 10.014  C1 1.088
7 H -17.365 29.372 11.705  C1 1.093
8 H -19.973 26.613 11.767  C4 1.086
9 H -18.309 26.800 11.170  C4 1.093
10 H -19.651 27.046 10.076  C4 1.094
11 C -15.554 23.031 15.010  C12 1.503, H15 1.092, H16 1.089, H17 1.093
12 C -14.916 21.703 14.709  C11 1.503, O13 1.207, C14 1.506
13 O -14.842 20.815 15.522  C12 1.207
14 C -14.325 21.527 13.334  C12 1.506, H18 1.092, H19 1.091, H20 1.087
15 H -14.889 23.869 14.789  C11 1.092
16 H -15.833 23.121 16.059  C11 1.089
17 H -16.462 23.168 14.416  C11 1.093
18 H -13.263 21.775 13.384  C14 1.092
19 H -14.779 22.201 12.606  C14 1.091
20 H -14.439 20.494 13.016  C14 1.087
21 C -20.859 23.704 11.573  C22 1.499, H25 1.093, H26 1.090, H27 1.088
22 C -19.891 23.427 12.683  C21 1.499, O23 1.211, C24 1.502
23 O -19.050 24.239 12.998  C22 1.211
24 C -19.984 22.090 13.363  C22 1.502, H28 1.088, H29 1.093, H30 1.090
25 H -21.776 24.132 11.988  C21 1.093
26 H -21.129 22.795 11.036  C21 1.090
27 H -20.430 24.406 10.862  C21 1.088
28 H -19.244 22.024 14.159  C24 1.088
29 H -19.760 21.307 12.633  C24 1.093
30 H -20.985 21.913 13.754  C24 1.090
31 C -17.936 23.185 6.570  C32 1.512, H35 1.086, H36 1.089, H37 1.095
32 C -17.922 24.241 7.652  C31 1.512, O33 1.209, C34 1.505
33 O -18.635 24.178 8.625  C32 1.209
34 C -17.007 25.417 7.437  C32 1.505, H38 1.092, H39 1.091, H40 1.088
35 H -18.394 22.262 6.912  C31 1.086
36 H -16.929 23.024 6.187  C31 1.089
37 H -18.546 23.549 5.736  C31 1.095
38 H -17.435 26.095 6.694  C34 1.092
39 H -16.035 25.107 7.051  C34 1.091
40 H -16.864 25.957 8.371  C34 1.088
41 C -17.280 25.994 15.802  C42 1.512, H45 1.094, H46 1.091, H47 1.086
42 C -16.495 26.822 16.794  C41 1.512, O43 1.208, C44 1.519
43 O -15.297 26.711 16.900  C42 1.208
44 C -17.246 27.832 17.643  C42 1.519, H48 1.091, H49 1.085, H50 1.091
45 H -18.033 26.626 15.322  C41 1.094
46 H -17.810 25.188 16.311  C41 1.091
47 H -16.601 25.622 15.041  C41 1.086
48 H -16.978 27.667 18.688  C44 1.091
49 H -18.325 27.789 17.527  C44 1.085
50 H -16.851 28.815 17.381  C44 1.091
51 C -13.765 27.216 13.036  C52 1.509, H55 1.086, H56 1.092, H57 1.092
52 C -13.648 28.209 11.906  C51 1.509, O53 1.213, C54 1.507
53 O -14.620 28.572 11.279  C52 1.213
54 C -12.281 28.762 11.594  C52 1.507, H58 1.092, H59 1.087, H60 1.091
55 H -14.813 26.945 13.122  C51 1.086
56 H -13.366 27.653 13.954  C51 1.092
57 H -13.144 26.343 12.821  C51 1.092
58 H -12.056 29.571 12.292  C54 1.092
59 H -12.271 29.165 10.584  C54 1.087
60 H -11.501 28.006 11.698  C54 1.091
61 C -16.335 24.736 11.200  O62 1.432, H63 1.091, H64 1.088, H65 1.093
62 O -16.443 25.189 12.554  C61 1.432, H66 0.965
63 H -17.284 24.878 10.680  C61 1.091
64 H -15.574 25.338 10.708  C61 1.088
65 H -16.076 23.675 11.239  C61 1.093
66 H -17.332 24.966 12.853  O62 0.965

charge = 0
DFT total energy = -1274.6039 a.u.
structure (SMILES) = CC(C)=O.CC(C)=O.CC(C)=O.CC(C)=O.CC(C)=O.CC(C)=O.CO
energy relative to the best compared isomer or geometry (same formula, charge and spin) = 0.000 eV


Record 3
The following is a DFT calculation (ωB97M-V with the def2-TZVPD basis set) of a gas-phase ion, C5H11NO (charge -1) at a distorted geometry.

Bonds (Å) are listed after each position.
Geometry (Å):
1 O -1.952 -2.196 -0.056  C2 1.274
2 C -2.411 -1.023 -0.246  O1 1.274, C3 1.487, H8 1.124
3 C -1.593 0.189 -0.516  C2 1.487, C4 1.548, H9 1.133, H10 1.088
4 C -0.628 0.538 0.643  C3 1.548, C5 1.507, H11 1.097, H12 1.102
5 C 0.512 -0.432 0.815  C4 1.507, N7 1.463, H13 1.100, H14 1.087
6 C 2.359 0.676 -0.385  N7 1.483, H15 1.108, H16 1.083, H17 1.090
7 N 1.441 -0.486 -0.315  C5 1.463, C6 1.483, H18 1.002
8 H -3.524 -0.877 -0.305  C2 1.124
9 H -1.031 0.169 -1.500  C3 1.133
10 H -2.237 1.063 -0.576  C3 1.088
11 H -1.236 0.753 1.530  C4 1.097
12 H -0.235 1.532 0.375  C4 1.102
13 H 1.201 -0.147 1.624  C5 1.100
14 H 0.180 -1.443 1.036  C5 1.087
15 H 3.201 0.291 0.223  C6 1.108
16 H 2.744 0.949 -1.360  C6 1.083
17 H 1.882 1.503 0.140  C6 1.090
18 H 1.328 -1.061 -1.127  N7 1.002

charge = -1
2S+1 = 2
DFT total energy = -327.0234 a.u.
energy relative to the best compared isomer or geometry (same formula, charge and spin) = 1.401 eV


Record 4
The following is a DFT calculation (ωB97M-V with the def2-TZVPD basis set) of C6H10 in the gas phase.

Bonds (Å) are listed after each position.
Geometry (Å):
1 C -1.297 0.632 1.289  C2 1.526, H7 1.096, H8 1.096, H14 1.109
2 C -1.293 -0.129 -0.034  C1 1.526, C3 1.499, H9 1.097, H10 1.096
3 C 0.102 -0.227 -0.574  C2 1.499, C4 1.490, C5 1.491, C6 1.490
4 C 0.996 -1.410 -0.709  C3 1.490, C5 1.491, H11 1.090, H12 1.095
5 C 1.475 -0.194 0.007  C3 1.491, C4 1.491, C6 1.490, H13 1.080
6 C 1.037 0.877 -0.931  C3 1.490, C5 1.490, H15 1.091, H16 1.095
7 H -2.168 0.368 1.900  C1 1.096
8 H -1.337 1.715 1.122  C1 1.096
9 H -1.933 0.370 -0.772  C2 1.097
10 H -1.703 -1.139 0.091  C2 1.096
11 H 1.429 -1.726 -1.658  C4 1.090
12 H 0.715 -2.238 -0.050  C4 1.095
13 H 1.977 -0.107 0.960  C5 1.080
14 H -0.334 0.389 1.783  C1 1.109
15 H 1.468 0.983 -1.927  C6 1.091
16 H 0.794 1.830 -0.448  C6 1.095

charge = 0
DFT total energy = -234.5285 a.u.
structure (SMILES) = CC[C@]12C[C@H]1C2
energy relative to the best compared isomer or geometry (same formula, charge and spin) = 2.014 eV